Entry 1:
This record from OMol25 describes a molecular structure, C34H49Br2Cl2IN10O21 in a non-equilibrium geometry. The level of theory is wB97M-V/def2-TZVPD.

Geometry (Å):
C: 1.14 5.91 2.66
C: 2.05 5.36 1.55
C: 2.71 4.01 1.93
Cl: 4.48 4.06 1.56
C: 2.03 2.83 1.26
C: 2.72 1.68 0.89
C: 2.06 0.57 0.33
C: 2.81 -0.70 -0.02
C: 2.43 -1.88 0.91
C: 3.38 -2.02 2.11
Cl: 3.45 -3.72 2.65
C: 0.68 0.68 0.16
C: -0.02 1.84 0.53
C: 0.64 2.92 1.08
C: -1.51 1.81 0.34
O: -2.15 2.76 -0.03
C: -2.14 0.48 0.68
C: -3.36 0.42 1.36
N: -4.01 1.61 1.73
C: -5.07 1.92 1.09
C: -5.60 1.24 -0.15
C: -5.83 3.13 1.58
C: -3.84 -0.86 1.68
Br: -5.46 -1.00 2.68
C: -3.13 -2.02 1.33
I: -3.87 -3.93 1.90
C: -1.91 -1.96 0.64
C: -1.10 -3.18 0.29
C: -1.71 -3.98 -0.86
O: -2.79 -3.79 -1.28
Br: -0.60 -5.37 -1.66
C: -1.44 -0.68 0.33
C: -0.13 -0.46 -0.39
O: 0.22 -1.13 -1.33
H: 1.28 6.98 2.76
H: 1.35 5.48 3.64
H: 0.08 5.78 2.44
H: 2.85 6.08 1.39
H: 1.50 5.26 0.61
H: 2.65 3.91 3.01
H: 3.79 1.62 1.06
H: 2.58 -1.00 -1.04
H: 3.88 -0.49 0.08
H: 2.48 -2.82 0.36
H: 1.41 -1.77 1.27
H: 3.02 -1.42 2.95
H: 4.38 -1.66 1.87
H: 0.11 3.82 1.37
H: -4.86 1.18 -0.94
H: -6.50 1.76 -0.47
H: -5.92 0.22 0.11
H: -5.38 3.54 2.48
H: -5.80 3.89 0.79
H: -6.88 2.86 1.72
H: -1.05 -3.81 1.18
H: -0.08 -2.90 0.03
C: 1.38 1.77 -3.17
N: 2.05 3.08 -3.00
O: 2.48 3.64 -3.99
O: 2.11 3.48 -1.87
H: 1.36 1.49 -4.21
H: 1.94 1.05 -2.58
H: 0.37 1.89 -2.78
C: 2.63 -6.47 1.93
N: 1.16 -6.30 2.12
O: 0.68 -5.21 1.87
O: 0.54 -7.26 2.52
H: 3.04 -5.53 1.58
H: 3.05 -6.74 2.90
H: 2.77 -7.26 1.20
C: -2.37 7.44 -0.19
N: -1.25 7.52 0.78
O: -1.51 7.86 1.92
O: -0.14 7.23 0.37
H: -3.29 7.72 0.31
H: -2.14 8.13 -1.00
H: -2.41 6.42 -0.55
C: -0.74 -8.17 5.33
N: 0.32 -8.00 6.36
O: 0.00 -7.55 7.44
O: 1.45 -8.31 6.04
H: -1.69 -7.85 5.75
H: -0.46 -7.55 4.48
H: -0.77 -9.22 5.06
C: -6.79 0.80 -5.03
N: -6.26 1.23 -3.71
O: -6.93 1.00 -2.72
O: -5.18 1.78 -3.71
H: -7.76 0.32 -4.87
H: -6.89 1.69 -5.64
H: -6.08 0.10 -5.46
C: 4.66 2.34 -5.97
N: 4.32 0.98 -6.46
O: 3.21 0.55 -6.20
O: 5.17 0.39 -7.10
H: 3.81 2.73 -5.43
H: 5.53 2.24 -5.32
H: 4.89 2.96 -6.83
C: -7.57 5.80 -1.27
N: -7.08 6.34 0.03
O: -7.72 6.09 1.02
O: -6.06 7.00 0.00
H: -8.48 5.23 -1.08
H: -7.76 6.64 -1.92
H: -6.79 5.16 -1.67
C: 7.33 -2.50 -7.68
N: 8.49 -2.55 -6.75
O: 8.31 -2.18 -5.60
O: 9.54 -2.95 -7.20
H: 6.47 -2.12 -7.14
H: 7.60 -1.84 -8.50
H: 7.16 -3.51 -8.03
C: 4.01 -7.99 6.41
N: 4.78 -7.38 5.30
O: 4.20 -7.16 4.26
O: 5.95 -7.15 5.51
H: 2.99 -8.14 6.08
H: 4.48 -8.93 6.66
H: 4.05 -7.30 7.25

2S+1 = 1
E_LUMO = -0.830 eV
molecular weight = 1291.433 g/mol


Entry 2:
This record from OMol25 describes a molecular structure, C17H11F10N3O4SeTc. The level of theory is wB97M-V/def2-TZVPD.

Geometry (Å):
Tc: 0.13 -0.72 -1.00
C: 2.64 -1.99 -2.12
N: 2.25 -1.01 -1.08
C: 2.84 0.31 -1.40
C: 2.06 1.45 -0.76
N: 0.65 1.09 -0.85
C: -0.28 2.14 -0.71
C: -0.90 2.73 -1.81
F: -0.58 2.34 -3.04
C: -1.86 3.72 -1.66
F: -2.44 4.26 -2.72
C: -2.20 4.16 -0.39
F: -3.11 5.12 -0.24
C: -1.58 3.61 0.72
F: -1.90 4.03 1.94
C: -0.64 2.61 0.55
F: -0.05 2.08 1.63
C: 2.61 -1.54 0.27
C: 1.63 -1.11 1.35
N: 0.27 -1.28 0.82
C: -0.77 -1.43 1.76
C: -0.78 -0.80 3.00
F: 0.23 -0.01 3.39
C: -1.82 -0.95 3.90
F: -1.78 -0.32 5.08
C: -2.91 -1.74 3.58
F: -3.91 -1.89 4.44
C: -2.92 -2.40 2.36
F: -3.94 -3.19 2.05
C: -1.87 -2.25 1.48
F: -1.91 -2.95 0.35
H: 3.72 -2.12 -2.12
H: 2.30 -1.62 -3.08
H: 2.14 -2.94 -1.92
H: 2.77 0.42 -2.48
H: 3.90 0.33 -1.12
H: 2.27 2.37 -1.32
H: 2.35 1.63 0.28
H: 3.64 -1.25 0.52
H: 2.58 -2.63 0.19
H: 1.79 -0.07 1.64
H: 1.78 -1.73 2.23
O: -0.02 -0.49 -3.24
Se: -1.41 -1.35 -2.89
O: -2.47 -1.73 -4.01
O: -1.87 -0.38 -1.56
O: -0.61 -2.51 -2.00

2S+1 = 2
E_LUMO (alpha / beta) = -1.342 / -1.456 eV
molecular weight = 688.232 g/mol


Entry 3:
This record from OMol25 describes a molecular structure, C21H22N6Pt. The level of theory is wB97M-V/def2-TZVPD.

Geometry (Å):
Pt: 0.68 -0.38 -0.03
C: -2.23 0.71 -0.01
N: -0.85 1.26 0.00
C: -0.55 2.02 1.23
C: -0.33 1.12 2.43
C: -0.68 1.54 3.70
C: -0.38 0.72 4.77
C: 0.24 -0.50 4.55
C: 0.55 -0.85 3.24
N: 0.28 -0.05 2.21
C: -0.56 2.04 -1.23
C: -0.32 1.16 -2.43
C: -0.67 1.59 -3.70
C: -0.35 0.79 -4.79
C: 0.30 -0.42 -4.57
C: 0.61 -0.78 -3.27
N: 0.30 0.00 -2.23
C: -2.32 -0.79 0.02
C: -3.55 -1.43 0.06
C: -3.59 -2.81 0.06
C: -2.41 -3.53 0.02
C: -1.22 -2.83 -0.02
N: -1.18 -1.49 -0.02
H: -2.77 1.11 0.86
H: -2.75 1.08 -0.89
H: 0.35 2.60 1.06
H: -1.35 2.73 1.45
H: -1.18 2.49 3.85
H: -0.64 1.02 5.78
H: 0.48 -1.17 5.36
H: 1.02 -1.80 3.01
H: -1.37 2.75 -1.44
H: 0.34 2.63 -1.04
H: -1.19 2.53 -3.84
H: -0.60 1.10 -5.79
H: 0.57 -1.07 -5.39
H: 1.11 -1.71 -3.05
H: -4.46 -0.84 0.09
H: -4.55 -3.32 0.10
H: -2.40 -4.61 0.02
H: -0.27 -3.34 -0.05
N: 3.69 -0.71 0.75
C: 4.95 -0.35 0.48
C: 4.91 0.62 -0.50
C: 3.55 0.78 -0.77
N: 2.81 -0.02 -0.01
H: 3.37 -1.38 1.43
H: 5.79 -0.79 1.00
H: 5.74 1.13 -0.96
H: 3.07 1.44 -1.48

2S+1 = 3
E_LUMO (alpha / beta) = -5.273 / -6.993 eV
molecular weight = 553.527 g/mol
net charge = +2


Entry 4:
This record from OMol25 describes a single C5H10O2 molecule. The level of theory is wB97M-V/def2-TZVPD.

Geometry (Å):
C: 1.79 0.31 -0.80
C: 1.01 -0.54 0.16
O: 1.55 -1.43 0.80
C: -0.50 -0.30 0.37
C: -0.70 1.07 1.02
C: -1.25 -0.43 -0.96
O: -0.99 -1.30 1.23
H: 1.33 0.33 -1.79
H: 2.80 -0.08 -0.87
H: 1.83 1.35 -0.45
H: -0.32 1.07 2.05
H: -1.78 1.29 1.06
H: -0.21 1.89 0.48
H: -2.32 -0.35 -0.76
H: -1.07 -1.42 -1.38
H: -0.97 0.33 -1.70
H: -0.20 -1.78 1.55

2S+1 = 1
E_LUMO = 0.847 eV
molecular weight = 102.133 g/mol
SMILES = CC(=O)C(C)(C)O


The records above yield total energy values of -9817.82817 -4600.35946 -1260.76212 -346.99704 hartree, respectively.